Model w:
One molecule with the formula C3H6FNO2, computed with the ωB97M-V functional and the def2-TZVPD basis.

```
! RIJCOSX wB97M-V def2-TZVPD def2/J DEFGRID3
* xyz 0 1
C -1.786 0.126 1.610
O -1.299 0.061 0.271
N -0.240 0.988 0.106
C 0.948 0.474 -0.351
O 1.806 1.275 -0.721
C 1.025 -1.062 -0.241
F -0.003 -1.612 -1.025
H -2.084 1.158 1.895
H -2.698 -0.475 1.745
H -1.016 -0.264 2.357
H -0.588 1.953 -0.124
H 0.872 -1.407 0.744
H 2.045 -1.289 -0.639
*
```

Computed properties:
SMILES string = CONC(=O)CF
HOMO-LUMO gap = 0.3968 hartree

Model x:
One molecule with the formula C3H6FNO2, computed with the ωB97M-V functional and the def2-TZVPD basis.

```
! RIJCOSX wB97M-V def2-TZVPD def2/J DEFGRID3
* xyz 0 1
C -0.195 -0.476 -1.222
C 0.671 -0.488 0.176
N 0.047 0.073 1.330
F 0.964 -1.798 0.423
C 2.021 0.254 -0.137
O 2.900 -0.317 -0.696
O 1.938 1.448 0.534
H -0.952 0.269 -1.452
H -0.734 -1.345 -1.357
H 0.427 -0.365 -2.093
H -0.927 -0.159 1.592
H 0.583 -0.251 2.065
H 1.111 1.445 0.937
*
```

Computed properties:
SMILES string = C[C@@](N)(F)C(=O)O
HOMO-LUMO gap = 0.4100 hartree

Model y:
A 3-piece molecular cluster, C3H6FNO2 overall, computed with the ωB97M-V functional and the def2-TZVPD basis.

```
! RIJCOSX wB97M-V def2-TZVPD def2/J DEFGRID3
* xyz 0 1
C -0.385 1.739 0.724
C 0.277 -1.029 -1.027
C 0.905 -1.497 0.200
H 0.050 2.295 -0.588
H -1.496 2.487 1.384
H 0.510 1.546 1.402
H -1.278 0.345 -1.496
H 1.543 -0.724 0.827
H 1.609 -2.293 0.103
N -0.665 0.022 -0.825
O -1.076 0.394 0.574
O 0.373 -1.511 -2.189
F -0.367 -1.774 0.911
*
```

Computed properties:
HOMO-LUMO gap = 0.3811 hartree

In terms of stability, model x leads; the second structure lies 0.0707 hartree higher.

Model w:
CH16O7 as an isolated structure, computed with the ωB97M-V functional and the def2-TZVPD basis.

```
! RIJCOSX wB97M-V def2-TZVPD def2/J DEFGRID3
* xyz 0 1
C 0.877 0.701 -1.082
O -0.282 1.552 -1.062
H 1.501 0.643 -1.974
H 1.552 1.089 -0.318
H 0.444 -0.269 -0.835
H -0.286 2.154 -1.811
O -0.631 -1.639 2.392
H -0.032 -1.187 1.797
H -0.322 -1.404 3.267
O 0.149 -0.506 0.841
H -0.463 0.205 1.031
H 0.121 -0.599 -0.111
O -0.369 -1.932 -1.379
H -0.841 -1.101 -1.443
H -0.814 -2.509 -1.999
O 0.300 2.621 1.023
H 0.095 2.026 0.303
H -0.368 2.439 1.684
O -1.333 1.278 0.753
H -0.864 1.595 -0.019
H -2.155 0.930 0.409
O 1.588 -1.999 -0.664
H 0.735 -2.135 -1.075
H 1.398 -1.953 0.273
*
```

Computed properties:
HOMO-LUMO gap = 0.3287 hartree

Model x:
A 7-piece molecular cluster, CH16O7 overall, computed with the ωB97M-V functional and the def2-TZVPD basis.

```
! RIJCOSX wB97M-V def2-TZVPD def2/J DEFGRID3
* xyz 0 1
C -1.580 -0.745 1.427
O -1.476 0.631 1.029
H -2.146 -1.272 0.676
H -0.570 -1.084 1.609
H -2.240 -0.909 2.277
H -2.334 1.015 0.827
O 0.868 1.608 1.189
H 0.575 2.516 1.068
H 0.074 1.067 1.409
O 2.997 -0.762 0.528
H 3.566 -0.743 1.303
H 2.469 0.034 0.616
O -1.448 2.659 -1.156
H -1.420 1.879 -0.594
H -0.647 2.633 -1.699
O 0.913 -1.946 -1.767
H 1.395 -1.625 -0.996
H 0.984 -1.180 -2.346
O -1.188 -2.743 -0.255
H -1.812 -3.353 -0.654
H -0.454 -2.642 -0.900
O 1.040 1.405 -1.502
H 1.526 2.231 -1.560
H 0.907 1.328 -0.528
*
```

Computed properties:
SMILES string = CO.O.O.O.O.O.O
HOMO-LUMO gap = 0.4009 hartree

In terms of stability, model x leads; the second structure lies 0.3612 hartree higher.

Model w:
A 2-piece molecular cluster, CH2N2OS overall, computed with the ωB97M-V functional and the def2-TZVPD basis.

```
! RIJCOSX wB97M-V def2-TZVPD def2/J DEFGRID3
* xyz 0 1
C 1.521 0.275 0.462
N 1.960 -1.988 -0.310
N 0.197 0.417 0.215
O 0.887 -2.381 -0.624
S 2.690 1.178 0.991
H -0.343 -0.289 -0.350
H -0.379 1.304 0.330
*
```

Computed properties:
HOMO-LUMO gap (alpha / beta) = 0.2422 / 0.2436 hartree

Model x:
A 2-piece molecular cluster, CH2N2OS overall, computed with the ωB97M-V functional and the def2-TZVPD basis.

```
! RIJCOSX wB97M-V def2-TZVPD def2/J DEFGRID3
* xyz 0 1
C 0.391 1.742 -0.096
N -0.413 2.549 -0.190
N -1.013 -1.242 -0.608
O 1.662 -0.072 1.237
S 1.324 0.250 -0.110
H -0.589 -2.193 -0.609
H -1.362 -1.034 0.377
*
```

Computed properties:
HOMO-LUMO gap (alpha / beta) = 0.2370 / 0.2370 hartree

In terms of stability, model w leads; the second structure lies 0.0228 hartree higher.